DFT (ωB97M-V/def2-TZVPD) results for C11H8N2OS4Sr as an isolated structure in a non-equilibrium geometry.

Element x y z (Å)
Sr -1.808 -0.827 1.753
C -0.925 2.712 -2.598
C 0.398 2.536 -2.965
C 1.161 1.608 -2.282
C 0.599 0.872 -1.227
N -0.680 1.063 -0.886
C -1.413 1.942 -1.551
C 1.382 -0.128 -0.455
C 2.733 -0.333 -0.774
C 3.511 -1.238 -0.083
C 2.936 -1.977 0.934
C 1.595 -1.790 1.253
C 0.784 -0.863 0.590
H -1.555 3.423 -3.108
H 0.834 3.112 -3.770
H 2.186 1.473 -2.581
H -2.443 2.034 -1.227
H 3.205 0.220 -1.569
H 4.553 -1.364 -0.338
H 3.528 -2.693 1.483
H 1.173 -2.389 2.053
S -2.965 0.134 4.002
S -2.016 -1.673 4.258
S -4.004 -2.001 2.700
S -3.653 -2.633 0.919
O -5.241 -0.891 2.845
N -3.876 -0.329 2.626

Properties
- HOMO energy (eV) = -7.072

Atomic partial charges in e from the Löwdin method, atoms 1 to 2:
1. Sr 0.99
2. C -0.08


DFT (ωB97M-V/def2-TZVPD) results for C11H8NO5Pd as an isolated structure in a non-equilibrium geometry.

Element x y z (Å)
O 1.452 -1.915 -2.823
C 1.146 -1.239 -1.941
Pd -0.197 -0.173 -0.734
O -1.992 -1.148 -2.982
C -1.509 -0.746 -2.012
C 1.676 -0.501 0.727
O 1.775 0.213 1.720
C 0.672 1.541 -1.269
O 1.407 2.284 -1.768
C 0.288 -1.616 0.749
O 0.683 -2.550 1.344
H 2.514 -0.928 0.131
C -4.929 2.710 2.889
C -3.819 1.995 2.141
C -3.977 0.694 1.656
C -2.955 0.118 0.895
N -1.830 0.796 0.628
C -1.645 2.004 1.159
C -2.617 2.638 1.912
H -5.828 2.770 2.254
H -5.179 2.146 3.801
H -4.663 3.737 3.190
H -4.894 0.142 1.852
H -3.091 -0.898 0.524
H -0.718 2.545 1.002
H -2.382 3.644 2.255

Properties
- HOMO energy (alpha / beta) (eV) = -20.080 / -21.889
- spin multiplicity = 5
- net charge = +3
- ⟨S²⟩ = 6.06

Atomic partial charges in e from the Löwdin method, atoms 1 to 2:
1. O 0.28
2. C -0.01


DFT (ωB97M-V/def2-TZVPD) results for C11H8NO5Y as an isolated structure in a non-equilibrium geometry.

Element x y z (Å)
O -1.274 -4.549 -2.361
C -0.838 -3.495 -2.284
Y 0.173 -0.553 -1.878
O 3.198 -1.861 -0.649
C 2.210 -1.484 -1.101
C 1.800 1.133 -2.211
O 2.657 1.848 -2.497
C -0.014 0.858 -3.813
O -0.005 1.547 -4.756
C 1.536 -1.090 -3.867
O 2.232 -1.101 -4.790
H -0.950 0.259 -3.218
C -1.342 0.978 4.262
C -0.918 0.693 2.855
C 0.307 1.193 2.386
C 0.694 0.925 1.077
N -0.111 0.204 0.256
C -1.297 -0.303 0.701
C -1.720 -0.060 1.996
H -0.610 0.594 4.977
H -1.436 2.054 4.436
H -2.305 0.506 4.471
H 0.951 1.789 3.020
H 1.641 1.276 0.659
H -1.895 -0.902 -0.013
H -2.686 -0.456 2.343

Properties
- HOMO energy (eV) = -15.918
- net charge = +2

Atomic partial charges in e from the Löwdin method, atoms 1 to 2:
1. O 0.13
2. C 0.05


DFT (ωB97M-V/def2-TZVPD) results for one molecule with the formula C11H8OS in a non-equilibrium geometry.

Element x y z (Å)
C -2.652 -0.216 -0.944
C -1.988 -1.124 -1.744
C -1.791 0.665 -0.119
C -0.634 -1.229 -1.856
C -0.404 0.573 -0.180
C 0.158 -0.437 -0.998
C 0.887 -1.007 1.838
C 0.306 1.556 0.570
C 1.669 1.373 0.955
C 2.513 0.298 0.227
C 1.894 -0.084 1.418
O -0.147 -0.614 2.366
S 1.829 -0.378 -1.370
H -3.695 -0.227 -0.772
H -2.583 -1.691 -2.483
H -2.155 1.279 0.582
H -0.081 -1.950 -2.436
H 1.457 -1.945 2.037
H -0.061 2.408 1.278
H 1.965 2.223 1.530
H 3.514 0.524 0.099

Properties
- HOMO energy (alpha / beta) (eV) = -7.846 / -7.848

Atomic partial charges in e from the Löwdin method, atoms 1 to 2:
1. C -0.01
2. C -0.11


DFT (ωB97M-V/def2-TZVPD) results for C11H9CdN6O3S2 as an isolated structure in a non-equilibrium geometry.

Element x y z (Å)
Cd 2.830 -0.240 -0.899
N -3.650 3.269 1.020
C -2.766 2.701 0.175
C -1.474 3.244 0.016
C -0.533 2.586 -0.741
C -0.887 1.411 -1.391
C -2.166 0.879 -1.293
C -3.108 1.532 -0.534
S 0.404 0.326 -1.900
O 1.616 1.029 -2.325
O -0.014 -0.778 -2.699
N 0.891 -0.203 -0.405
C 0.445 -1.327 0.171
N -0.850 -1.630 0.212
C -1.223 -2.644 0.966
C -0.325 -3.389 1.716
C 1.014 -3.082 1.514
N 1.406 -2.085 0.740
H -3.419 4.108 1.524
H -4.569 2.879 1.134
H -1.217 4.153 0.537
H 0.477 2.957 -0.830
H -2.379 -0.052 -1.793
H -4.103 1.126 -0.436
H -2.281 -2.867 0.961
H -0.639 -4.165 2.394
H 1.800 -3.651 1.991
S 6.331 -0.429 2.184
C 5.386 -0.541 0.953
N 4.677 -0.646 -0.010
O 4.579 -2.296 -1.086
N 3.751 -2.175 -1.866

Properties
- HOMO energy (alpha / beta) (eV) = -10.582 / -10.582
- net charge = +1

Atomic partial charges in e from the Löwdin method, atoms 1 to 2:
1. Cd 1.42
2. N 0.13


DFT (ωB97M-V/def2-TZVPD) results for a 2-piece molecular cluster, C11H9N5O4S overall in a non-equilibrium geometry.

Element x y z (Å)
C 2.857 3.404 0.409
S 2.107 1.916 -0.360
C 3.255 0.649 0.304
C 0.729 1.656 0.609
C -0.556 1.628 0.105
N -1.681 1.637 -0.251
H 2.207 4.245 0.147
H 2.918 3.279 1.494
H 3.849 3.538 -0.033
H 2.873 -0.321 -0.033
H 4.240 0.849 -0.130
H 3.280 0.709 1.398
H 0.881 1.652 1.694
N 1.559 -1.200 -3.173
C 0.698 -1.281 -2.384
C -0.351 -1.390 -1.404
C -0.013 -1.676 -0.064
C -1.047 -1.779 0.871
N -0.980 -1.930 2.250
O -0.079 -2.128 3.046
O -2.339 -1.814 2.703
N -3.193 -1.579 1.660
C -2.398 -1.574 0.552
C -2.748 -1.315 -0.827
N -4.098 -1.090 -1.278
O -5.040 -0.968 -0.474
O -4.265 -1.023 -2.521
C -1.713 -1.239 -1.773
H 1.014 -1.831 0.275
H -1.966 -1.025 -2.812

Properties
- HOMO energy (eV) = -8.232

Atomic partial charges in e from the Löwdin method, atoms 1 to 2:
1. C -0.26
2. S 0.98


Number 1: energy -2232.008735 Eh. Number 2: energy -981.344433 Eh. Number 3: energy -892.583938 Eh. Number 4: energy -897.208164 Eh. Number 5: energy -1942.537708 Eh. Number 6: energy -1397.143221 Eh.